Entry 1:
Molecular formula: C3H3O3S
Method: DFT, ωB97M-V/def2-TZVPD

The geometry in XYZ format:
```
10
Properties=species:S:1:pos:R:3:forces:R:3
S -0.7108 -1.6635 -0.0854 -5.7 -2.8 -0.1
O -1.2948 0.5225 -1.3973 -0.3 1.5 -0.1
O -1.7992 1.7974 0.4616 -0.2 0.8 -0.3
O -1.3884 -0.3525 0.6405 1.1 -0.8 0.9
C 1.4217 -0.1751 0.1228 -0.8 -1.2 -0.9
C 0.8436 -1.5207 -0.2147 3.8 2.7 0.5
C -1.5133 0.8385 -0.2234 0.1 -1.1 -0.8
H 2.4524 -0.0987 0.0001 1.8 0.2 0.0
H 0.9004 0.6031 -0.3950 0.0 0.5 -1.2
H 1.0884 0.0491 1.0907 0.2 0.1 2.1
```
Forces are in eV/Å.

## Properties
net charge: -1
LUMO energy (spin up / spin down): 3.69 / 2.26 eV
E_HOMO (spin up / spin down): -2.03 / -4.96 eV
max |F|: 6.359 eV Å⁻¹
multiplicity: 3
Kohn-Sham gap (spin up / spin down): 5.724 / 7.224 eV
ΔE to the lowest compared entry with this formula, charge and spin: 136.3 kJ/mol

Entry 2:
Molecular formula: C4H16BrO6
Method: DFT, ωB97M-V/def2-TZVPD

The geometry in XYZ format:
```
27
Properties=species:S:1:pos:R:3:forces:R:3
Br 0.3887 -0.5179 0.8737 0.0 0.1 0.2
O -0.6319 -2.9036 3.0934 0.1 -0.1 0.2
O 0.9555 -2.2570 -2.0526 0.1 0.1 -0.1
O 4.5790 3.9576 1.5602 -0.1 0.0 -0.1
O -2.2059 -2.1685 -0.7169 -0.6 0.2 0.3
O -3.6592 -2.3122 -3.0443 -0.1 0.2 0.2
O 3.1888 1.3195 1.0157 -0.1 0.3 0.2
C 3.4006 3.6653 0.7994 0.2 0.1 0.0
C -4.0680 -1.3792 -2.0433 0.0 0.0 -0.2
C -2.9081 -1.0153 -1.1372 0.0 -0.2 -0.2
C 2.5810 2.5535 1.3883 0.0 -0.5 0.1
H 3.6873 3.3687 -0.2151 -0.1 0.1 0.0
H -0.0301 -2.3334 2.5854 -0.1 0.0 -0.2
H -2.2388 -0.3249 -1.6622 0.1 0.0 0.0
H 1.5452 2.6066 1.0372 0.0 -0.1 -0.1
H 2.5293 0.6279 1.1983 -0.1 -0.2 -0.2
H -4.4516 -2.5777 -3.5175 0.0 0.0 -0.1
H -1.8632 -1.9494 0.1601 0.5 -0.2 -0.1
H 0.7087 -1.7838 -1.2378 -0.1 -0.1 0.0
H -4.9055 -1.7736 -1.4544 0.1 -0.2 0.0
H 2.5650 2.6287 2.4834 0.0 0.2 0.0
H -1.1716 -2.2711 3.5747 0.0 0.0 0.0
H -4.4084 -0.4508 -2.5276 -0.1 0.0 0.1
H -3.3455 -0.4944 -0.2781 0.1 0.2 0.0
H 2.8145 4.5827 0.7507 0.1 0.1 0.1
H 5.0965 3.1469 1.5914 0.0 -0.1 0.0
H 1.8479 -1.9448 -2.2248 0.0 0.0 0.0
```
Forces are in eV/Å.

## Properties
net charge: -1
LUMO energy: 3.07 eV
E_HOMO: -5.36 eV
max |F|: 0.682 eV Å⁻¹
multiplicity: 1
Kohn-Sham gap: 8.431 eV
ΔE to the lowest compared entry with this formula, charge and spin: 29.8 kJ/mol

Entry 3:
Molecular formula: C19H37NO6
Method: DFT, ωB97M-V/def2-TZVPD

The geometry in XYZ format:
```
63
Properties=species:S:1:pos:R:3:forces:R:3
O -0.5361 -0.5789 0.7450 2.3 3.5 1.0
O -3.2237 1.2162 3.3619 -0.4 2.6 3.2
O 1.4642 0.2048 1.9332 -8.4 1.3 -2.7
O -3.8446 3.1734 4.8058 4.4 -6.0 -3.1
O 5.2953 -2.6410 -2.2474 0.4 -0.2 -0.2
O -0.1887 1.4854 -2.5696 0.4 0.9 1.2
N 1.5057 -1.0634 -2.0849 -0.3 -2.2 -0.9
C 0.2223 2.8726 -2.8750 0.7 1.1 1.1
C -0.5996 -0.2573 -0.6874 -1.2 -0.6 -2.6
C -3.1693 -0.5055 0.1826 -0.4 0.6 0.5
C -0.2790 2.9474 4.2453 -1.9 -1.3 1.3
C 6.3147 -2.0574 -0.1499 -0.1 0.3 0.2
C 7.6407 -3.1099 -2.0053 0.3 0.0 -0.3
C -2.2096 -0.3106 -1.1377 -1.0 -0.1 0.7
C 0.1952 -1.5065 -1.4654 0.3 -0.3 0.5
C -4.9831 -0.5952 2.6383 -0.3 -0.2 1.0
C -1.4363 2.3451 4.9903 2.2 0.5 -2.3
C 0.2017 0.4280 1.5208 5.7 -1.7 1.6
C -4.7791 -0.4608 -0.1199 0.1 -0.5 -1.3
C 2.5843 -2.1144 -1.8042 0.3 0.1 -0.3
C 6.5014 -2.1660 -1.6549 0.1 -0.6 0.4
C -1.0154 3.9361 -3.0322 0.2 0.6 -0.3
C -4.6573 0.9621 3.1529 -2.6 -0.5 -1.2
C -5.7440 -0.6565 1.1888 0.2 -0.6 0.1
C -2.9762 2.2583 4.3693 -2.5 4.7 2.2
C -0.0032 1.2107 -1.1055 0.9 1.0 -0.4
H 3.0566 -1.8066 -0.7602 -0.8 -1.1 -2.3
H -5.7497 -1.0470 3.4347 1.7 1.0 -1.7
H -5.0252 -1.3589 -0.8661 0.5 1.9 1.5
H -6.6041 0.1423 1.1277 1.6 -1.6 0.4
H -1.1869 1.9082 6.0621 -0.8 -0.3 -2.9
H 3.3965 -2.1169 -2.6779 -2.0 0.4 2.3
H -2.4456 -1.1932 -1.8756 0.7 1.7 1.4
H -0.2276 4.0660 3.8801 -0.9 -2.8 -0.4
H -2.5417 0.6873 -1.6653 0.9 -1.9 1.0
H 7.7554 -3.1877 -3.0918 0.0 0.1 0.2
H 1.3556 -1.1345 -3.1265 0.2 0.5 1.5
H -0.5985 5.0077 -2.7119 -0.9 -2.3 -0.9
H 8.5862 -2.7634 -1.5770 -0.1 -0.1 0.0
H -1.4083 3.9956 -4.1482 0.8 -0.2 2.4
H -1.9358 3.7316 -2.3391 1.9 0.1 -1.2
H -5.0971 1.6561 2.2894 1.3 -1.2 1.9
H -5.0729 0.5212 -0.7251 0.7 -2.0 1.4
H 0.6886 2.2788 4.0537 -1.7 1.9 1.7
H -0.4543 -2.0134 -2.2973 0.8 1.1 1.7
H -0.5409 2.1255 -0.5645 0.9 -2.2 -0.7
H 5.4836 -1.3845 0.0871 0.2 0.0 -0.1
H 0.4508 -2.3462 -0.6569 -0.8 2.0 -1.6
H 6.7034 -1.1739 -2.0733 -0.2 -0.2 -0.1
H -6.2514 -1.7347 1.1251 1.1 2.4 0.1
H 5.1080 -3.5215 -1.8818 0.1 0.4 -0.1
H 1.1765 1.2935 -0.9433 -2.6 -0.5 0.0
H 6.0661 -3.0318 0.2854 0.1 0.0 -0.1
H 7.2205 -1.6793 0.3340 -0.1 -0.1 0.0
H 0.9574 2.9500 -3.8112 -1.9 -0.6 1.9
H -2.9395 0.4261 0.8921 -0.4 -2.3 -1.2
H -4.0257 -1.2976 2.7165 -2.0 1.7 -0.4
H 2.1385 -3.2152 -1.7946 0.9 2.1 0.3
H -2.9661 -1.5330 0.7551 -0.1 2.4 -1.3
H 0.8728 3.2566 -1.9511 -1.3 -0.8 -2.0
H -5.3344 1.1518 4.0976 1.9 -0.1 -1.7
H 7.4391 -4.1216 -1.6357 0.0 0.1 0.1
H -0.3303 1.4461 1.8390 0.8 -2.4 -0.9
```
Forces are in eV/Å.

## Properties
net charge: 0
LUMO energy: -0.61 eV
E_HOMO: -8.73 eV
max |F|: 8.867 eV Å⁻¹
multiplicity: 1
Kohn-Sham gap: 8.127 eV

Entry 4:
Molecular formula: C5H15NO2
Method: DFT, ωB97M-V/def2-TZVPD

The geometry in XYZ format:
```
23
Properties=species:S:1:pos:R:3:forces:R:3
O -0.3489 -3.2883 -0.5455 0.1 -0.6 0.0
O 2.2851 0.1527 -2.2446 -1.0 -0.3 -0.8
N -0.6221 -0.0840 0.0687 0.4 0.3 0.3
C 0.7083 0.3069 -0.3810 1.1 -1.1 0.3
C 0.8877 0.1360 -1.8851 0.7 0.9 -1.0
C -0.9230 0.3996 1.4218 -1.4 -0.6 0.4
C -2.1082 -0.4104 2.0083 0.6 0.5 -0.3
C 1.1969 1.7207 0.0063 -1.3 0.4 -0.9
H 0.3747 1.0003 -2.3469 0.2 0.0 -0.1
H 1.4081 -0.4095 0.0976 -0.3 0.1 -0.1
H -1.3335 0.2821 -0.5517 0.0 0.1 -0.1
H -1.1539 1.4662 1.4142 -0.1 0.1 0.1
H -2.5483 0.1167 2.8549 0.1 -0.2 0.1
H 0.4174 -3.4487 -1.1128 -0.3 0.4 0.1
H 0.6453 2.4413 -0.6230 0.1 -0.1 0.1
H -1.7092 -1.3796 2.2954 -0.3 -0.1 0.2
H 2.2433 1.8934 -0.2102 0.3 -0.1 0.2
H -2.8972 -0.5612 1.2786 -0.1 0.0 -0.2
H -0.1151 0.2619 2.1405 0.4 -0.1 -0.5
H 0.5509 -0.7186 -2.4726 -0.6 -0.4 1.0
H -0.6850 -2.4013 -0.7021 0.3 0.3 0.0
H 2.7756 0.5152 -1.5324 0.7 0.6 0.9
H 0.9512 2.0085 1.0215 0.4 -0.2 0.2
```
Forces are in eV/Å.

## Properties
net charge: 0
LUMO energy: 0.81 eV
E_HOMO: -9.39 eV
max |F|: 1.654 eV Å⁻¹
multiplicity: 1
Kohn-Sham gap: 10.206 eV
ΔE to the lowest compared entry with this formula, charge and spin: 128.3 kJ/mol

Entry 5:
Molecular formula: C3H3NO2
Method: DFT, ωB97M-V/def2-TZVPD

The geometry in XYZ format:
```
9
Properties=species:S:1:pos:R:3:forces:R:3
O 2.0064 -0.6189 -0.3428 -0.4 -1.3 -1.5
O -1.0837 0.6619 0.3576 0.6 -0.1 0.7
N -0.2716 -1.3096 -0.4082 -0.3 0.0 -0.3
C -1.2715 -0.6261 0.0213 0.3 -0.1 0.0
C 0.8021 -0.4060 -0.4006 1.1 -0.7 -0.5
C 0.3113 0.8882 0.1124 1.2 0.0 0.4
H -2.2792 -1.0148 0.1710 0.3 0.2 -0.1
H 0.5035 1.8947 -0.2465 -0.1 -0.4 -0.5
H 1.2827 0.5305 0.7357 -2.7 2.4 1.8
```
Forces are in eV/Å.

## Properties
net charge: 0
LUMO energy: 0.14 eV
E_HOMO: -10.16 eV
max |F|: 4.062 eV Å⁻¹
multiplicity: 1
Kohn-Sham gap: 10.304 eV
ΔE to the lowest compared entry with this formula, charge and spin: 293.8 kJ/mol

Entry 6:
Molecular formula: C6H10ClN2O2
Method: DFT, ωB97M-V/def2-TZVPD

The geometry in XYZ format:
```
21
Properties=species:S:1:pos:R:3:forces:R:3
Cl 2.0758 0.8438 -0.0285 0.0 0.1 -0.3
O 0.6313 -1.3341 0.7848 -0.2 0.5 -0.2
O -0.0604 1.2939 -1.4619 0.0 -1.2 0.5
N -0.3439 1.7363 1.3561 0.2 -0.2 -0.7
N -1.9030 0.1130 1.2571 -1.3 -0.5 -0.2
C 0.5071 2.5020 -1.9671 0.4 1.0 -0.4
C 0.4886 0.5940 -0.5500 0.0 0.5 0.1
C 0.5797 -2.7543 0.8457 0.0 -0.2 0.0
C -0.1429 -0.7381 -0.2138 -0.1 -0.2 0.3
C -1.6125 -0.5384 0.2349 0.4 -0.3 -0.1
C -1.0534 0.8871 1.9728 0.6 0.7 0.7
H 0.2229 3.3297 -1.3142 0.0 -0.2 0.1
H 0.0715 2.6520 -2.9544 0.0 -0.1 0.2
H 0.8766 -3.2021 -0.1061 0.0 0.0 0.0
H -0.4130 -3.1091 1.1285 0.0 0.0 0.0
H -1.1482 0.7721 3.0545 0.2 0.1 -0.1
H 1.3007 -3.0278 1.6120 -0.1 -0.1 0.0
H 0.2220 2.3835 1.8907 0.0 -0.2 0.4
H 1.5930 2.4295 -2.0335 -0.2 -0.1 0.0
H -0.1529 -1.3408 -1.1369 0.1 0.2 0.0
H -2.4024 -1.0374 -0.3122 0.0 0.0 -0.2
```
Forces are in eV/Å.

## Properties
net charge: +1
LUMO energy: -4.66 eV
E_HOMO: -13.85 eV
max |F|: 1.380 eV Å⁻¹
multiplicity: 1
Kohn-Sham gap: 9.188 eV
ΔE to the lowest compared entry with this formula, charge and spin: 214.1 kJ/mol